1.
ORCA calculation (ωB97M-V with the def2-TZVPD basis set) on C14H26N4O3 in the gas phase in a non-equilibrium geometry.

CARTESIAN COORDINATES (ANGSTROEM)
O: -0.16 -1.43 -2.26
O: 2.24 -4.05 -0.88
O: -3.35 1.54 -0.09
N: -2.38 0.45 -1.69
N: 2.35 -1.83 -0.15
N: 1.27 4.00 2.35
N: -0.38 -1.59 0.01
C: 0.58 2.96 0.30
C: 1.78 -2.97 -0.40
C: 0.10 -2.19 2.23
C: 0.06 1.59 -1.65
C: 1.18 2.00 -0.69
C: 1.37 2.77 1.62
C: 3.72 -1.49 -0.54
C: -3.55 0.92 -1.14
C: -0.42 -0.90 -1.15
C: 0.28 -2.94 -0.04
C: -1.03 0.55 -1.04
C: -0.62 -1.21 1.35
C: 0.08 -3.48 1.38
C: -4.83 0.70 -1.91
H: -0.25 -3.60 -0.72
H: -4.64 0.75 -3.01
H: 0.82 -4.27 1.59
H: 0.53 1.32 -2.53
H: -0.46 -2.31 3.21
H: 1.80 -1.16 0.32
H: 0.68 4.44 1.62
H: 2.11 2.40 -1.13
H: 2.44 2.55 1.41
H: -1.68 -1.16 1.70
H: -0.60 2.48 -1.70
H: -5.53 1.46 -1.48
H: 3.56 -0.95 -1.41
H: -2.43 -0.11 -2.50
H: -1.22 0.86 0.03
H: -0.88 -3.82 1.50
H: -5.22 -0.30 -1.70
H: 0.77 3.92 -0.16
H: 4.29 -2.46 -0.67
H: 1.14 -1.87 2.53
H: -0.11 -0.35 1.58
H: 0.60 3.91 3.06
H: 1.34 1.07 -0.26
H: 4.32 -0.97 0.24
H: 0.82 2.13 2.23
H: -0.47 2.68 0.64

Output
HOMO-LUMO gap (Ha): 0.3646
Relative energy (zero: lowest compared OMol25 entry of this formula, charge and spin) (kcal/mol): 70.0
Energy (eV): -27041.0028
SMILES: CNC(=O)[C@H]1CCCN1C(=O)[C@@H](CCCCN)NC(C)=O

2.
ORCA calculation (ωB97M-V with the def2-TZVPD basis set) on 2 unconnected molecules or ions with the total composition C4H12NO2S in a non-equilibrium geometry.

CARTESIAN COORDINATES (ANGSTROEM)
S: 1.71 -1.57 2.09
O: 0.68 1.81 -2.95
O: -0.82 1.61 1.66
N: 0.55 0.73 -0.10
C: -0.13 -1.78 -0.17
C: -0.32 -0.34 -0.71
C: -0.21 1.84 0.39
C: 0.05 -1.97 1.36
H: -0.08 -0.40 -1.77
H: 0.38 2.75 0.32
H: -0.19 1.11 2.19
H: 0.59 -2.47 -0.58
H: -1.16 1.98 -0.18
H: 1.06 0.22 0.66
H: -0.57 -1.21 1.84
H: -1.03 -2.39 -0.44
H: -1.39 -0.17 -0.61
H: -0.30 -2.95 1.70
H: 0.12 2.15 -2.25
H: 1.04 1.06 -2.45

Output
HOMO-LUMO gap (Ha): 0.2362
Net charge: -1
Relative energy (zero: lowest compared OMol25 entry of this formula, charge and spin) (kcal/mol): 19.3
Energy (eV): -20763.2261

3.
ORCA calculation (ωB97M-V with the def2-TZVPD basis set) on 2 unconnected molecules or ions with the total composition C3H4ClN in a non-equilibrium geometry.

CARTESIAN COORDINATES (ANGSTROEM)
Cl: -2.45 -0.03 0.04
N: 2.23 -0.82 0.02
C: 0.40 0.99 0.02
C: 1.49 0.03 0.05
C: -0.94 -0.82 -0.06
H: 0.06 1.41 -0.83
H: 0.40 1.66 0.90
H: -0.62 -1.17 -1.02
H: -0.56 -1.27 0.89

Output
HOMO-LUMO gap (spin up / spin down) (Ha): 0.3267 / 0.3267
Relative energy (zero: lowest compared OMol25 entry of this formula, charge and spin) (kcal/mol): 58.8
Energy (eV): -17185.1831